# 1
# C2H5N3S

A single C2H5N3S molecule (wB97M-V/def2-TZVPD, the Open Molecules 2025 dataset).

Geometry (Å):
H (-1.05, -1.53, 1.59)
N (-1.20, -0.99, 0.74)
C (-0.15, -0.63, 0.16)
N (1.07, -1.25, 0.13)
N (-0.07, 0.44, -0.76)
C (-0.32, 1.73, -0.57)
S (-0.93, 2.46, 0.81)
H (1.84, -0.65, 0.39)
H (1.07, -2.13, 0.62)
H (0.22, 0.16, -1.69)
H (-0.48, 2.38, -1.43)

Results
- strongest force on any atom (eV Å⁻¹) = 4.09
- E_HOMO (eV) = -8.2
- orbital gap (eV) = 8.6
- SMILES = [H]/N=C(\N)NC=S
- LUMO level (eV) = 0.5
- multiplicity = 1

Mulliken population analysis, charges in e, atoms 1 to 8: 0.25, -0.55, 0.34, -0.48, -0.17, -0.15, -0.30, 0.23

# 2
# C2H5N3S

A single C2H5N3S molecule (wB97M-V/def2-TZVPD, the Open Molecules 2025 dataset).

Geometry (Å):
H (1.37, 1.86, 1.64)
N (0.74, 1.22, 2.00)
C (0.20, 0.41, 1.23)
N (-0.75, -0.41, 1.66)
S (0.44, 0.44, -0.57)
N (-0.38, -1.18, -1.15)
C (-0.53, -0.97, -2.48)
H (-0.88, -0.06, 2.58)
H (-1.48, -0.90, 1.10)
H (-0.93, -2.12, -2.91)
H (-0.46, 0.03, -3.32)

Results
- strongest force on any atom (eV Å⁻¹) = 6.27
- E_HOMO (eV) = -9.0
- orbital gap (eV) = 9.4
- SMILES = [H]/N=C(/N)SN=C
- LUMO level (eV) = 0.3
- multiplicity = 1

Mulliken population analysis, charges in e, atoms 1 to 8: 0.23, -0.70, 0.55, -0.45, -0.11, -0.34, -0.19, 0.28

# 3
# C2H5N3S2

A single C2H5N3S2 molecule (wB97M-V/def2-TZVPD, the Open Molecules 2025 dataset).

Geometry (Å):
H (3.30, -0.48, 0.56)
N (2.61, -0.75, -0.15)
C (1.47, -0.25, 0.08)
N (0.30, -0.65, -0.57)
C (-0.97, -0.59, -0.02)
S (-2.16, -1.73, -0.14)
N (-1.15, 0.64, 0.65)
S (-0.96, 2.14, -0.31)
H (1.17, 0.47, 0.88)
H (0.37, -1.40, -1.24)
H (-1.91, 0.62, 1.30)
H (-2.07, 1.98, -1.04)

Results
- strongest force on any atom (eV Å⁻¹) = 1.73
- E_HOMO (eV) = -9.0
- orbital gap (eV) = 8.8
- SMILES = [H]/N=C/NC(=S)NS
- LUMO level (eV) = -0.1
- multiplicity = 1

Mulliken population analysis, charges in e, atoms 1 to 8: 0.27, -0.63, 0.06, -0.18, 0.25, -0.31, -0.41, -0.09

# 4
# C2H5N3S2

A molecular structure, C2H5N3S2 (wB97M-V/def2-TZVPD, the Open Molecules 2025 dataset).

Geometry (Å):
C (1.49, -0.65, -0.10)
C (-2.35, 0.73, 0.11)
N (2.40, -1.44, 0.25)
N (0.33, -0.74, -0.78)
N (0.25, 1.64, 0.37)
S (1.85, 1.07, 0.09)
S (-0.84, 0.84, -0.72)
H (-2.35, 0.67, 1.23)
H (-3.15, 0.33, -0.56)
H (2.26, -2.38, -0.14)
H (0.05, -1.61, -1.10)
H (0.07, 1.52, 1.33)

Results
- strongest force on any atom (eV Å⁻¹) = 2.83
- E_HOMO (eV) = -8.9
- orbital gap (eV) = 9.2
- LUMO level (eV) = 0.4
- multiplicity = 1

Mulliken population analysis, charges in e, atoms 1 to 8: 0.57, -0.57, -0.65, -0.35, -0.36, -0.10, 0.22, 0.23

# 5
# C2H5N4

2 unconnected molecules or ions with the total composition C2H5N4 (wB97M-V/def2-TZVPD, the Open Molecules 2025 dataset).

Geometry (Å):
C (-2.44, 0.26, 0.37)
C (-1.26, 0.78, 0.08)
N (-3.42, -0.39, 0.37)
N (-0.18, 1.25, 0.03)
N (1.02, -1.15, -0.22)
N (1.02, 1.34, 0.04)
H (1.36, -0.02, -0.16)
H (1.11, -1.41, 0.73)
H (1.36, 2.34, 0.08)
H (1.36, -1.85, -0.76)
H (0.06, -1.14, -0.57)

Results
- strongest force on any atom (eV Å⁻¹) = 6.23
- E_HOMO (eV) = -14.4
- orbital gap (eV) = 8.9
- LUMO level (eV) = -5.4
- total charge = +1
- multiplicity = 1

Mulliken population analysis, charges in e, atoms 1 to 8: 0.06, 0.59, -0.29, 0.34, -0.58, -0.76, 0.49, 0.34

# 6
# C2H5N5O

A single C2H5N5O molecule (wB97M-V/def2-TZVPD, the Open Molecules 2025 dataset).

Geometry (Å):
H (-0.55, 2.70, -1.56)
N (-0.76, 1.65, -1.29)
N (-0.01, 1.33, -0.37)
C (-0.11, -0.05, -0.09)
N (0.02, -0.94, -1.30)
N (-0.45, -0.48, -2.29)
H (-0.12, -1.24, -3.00)
N (0.83, -0.39, 0.96)
C (0.30, -0.63, 2.18)
O (-0.87, -0.93, 2.39)
H (-1.10, -0.37, 0.50)
H (1.73, 0.07, 0.84)
H (1.09, -0.71, 3.02)

Results
- strongest force on any atom (eV Å⁻¹) = 4.89
- E_HOMO (eV) = -8.6
- orbital gap (eV) = 8.9
- SMILES = [H]/N=N/C(/N=N/[H])NC=O
- LUMO level (eV) = 0.3
- multiplicity = 1

Mulliken population analysis, charges in e, atoms 1 to 8: 0.23, -0.43, -0.11, 0.23, -0.12, -0.38, 0.27, -0.19

What is the strongest force on any atom in the first record? 4.09 eV Å⁻¹

What did the sixth record say?
# C2H5N5O

A single C2H5N5O molecule (wB97M-V/def2-TZVPD, the Open Molecules 2025 dataset).

Geometry (Å):
H (-0.55, 2.70, -1.56)
N (-0.76, 1.65, -1.29)
N (-0.01, 1.33, -0.37)
C (-0.11, -0.05, -0.09)
N (0.02, -0.94, -1.30)
N (-0.45, -0.48, -2.29)
H (-0.12, -1.24, -3.00)
N (0.83, -0.39, 0.96)
C (0.30, -0.63, 2.18)
O (-0.87, -0.93, 2.39)
H (-1.10, -0.37, 0.50)
H (1.73, 0.07, 0.84)
H (1.09, -0.71, 3.02)

Results
- strongest force on any atom (eV Å⁻¹) = 4.89
- E_HOMO (eV) = -8.6
- orbital gap (eV) = 8.9
- SMILES = [H]/N=N/C(/N=N/[H])NC=O
- LUMO level (eV) = 0.3
- multiplicity = 1

Mulliken population analysis, charges in e, atoms 1 to 8: 0.23, -0.43, -0.11, 0.23, -0.12, -0.38, 0.27, -0.19

Which formula does entry 6 have? C2H5N5O